Below is a structure of composition C18H25GeHfN2O2SSbSe6 at a distorted geometry, with properties calculated with wB97M-V/def2-TZVPD.

Values from the calculation:
**HOMO energy**: -0.271 Ha
**Kohn-Sham gap**: 0.209 hartree
**E_LUMO**: -1.6877 eV
**Electronic energy**: -18132.84268 hartree
**Maximum force**: 2.32 eV/A

Geometry as ORCA input:
```
! RIJCOSX wB97M-V def2-TZVPD def2/J DEFGRID3
* xyz 0 1
Hf 0.301 0.259 -0.615
O -2.857 1.252 -3.581
C -3.564 2.275 -2.916
C -2.884 2.629 -1.591
C -3.709 3.806 -1.034
O -3.188 4.216 0.227
C -1.467 3.184 -1.796
Se 0.030 2.076 -2.503
C -3.013 1.505 -0.551
Se -2.175 -0.234 -0.949
H -3.295 1.052 -4.416
H -4.596 1.963 -2.703
H -3.608 3.181 -3.536
H -4.752 3.488 -0.928
H -3.676 4.637 -1.747
H -3.733 4.936 0.557
H -1.132 3.604 -0.849
H -1.516 3.998 -2.520
H -4.069 1.273 -0.405
H -2.622 1.869 0.396
N -0.035 -5.080 -1.563
C 0.558 -4.414 -0.543
N 1.897 -4.392 -0.588
S -0.354 -3.646 0.637
H 0.495 -5.742 -2.111
H -1.034 -5.184 -1.514
H 2.401 -4.670 -1.421
H 2.392 -3.967 0.175
Se 2.794 -4.335 -4.319
Sb 0.733 -3.123 -4.354
Se 0.026 -1.311 -2.657
Se -1.157 -4.646 -5.133
Se -0.438 -2.749 -6.574
Ge 2.412 -0.990 0.683
C 1.407 0.822 1.362
C 0.129 0.699 1.987
C -0.687 1.817 2.156
C -0.310 3.053 1.662
C 0.826 3.154 0.886
C 1.651 2.045 0.680
C 3.023 -1.558 2.459
C 4.124 -0.928 3.038
C 4.429 -1.128 4.376
C 3.630 -1.954 5.157
C 2.542 -2.598 4.589
C 2.239 -2.401 3.247
H 3.684 -0.182 0.232
H -0.162 -0.255 2.416
H -1.608 1.703 2.715
H -0.929 3.921 1.843
H 1.101 4.094 0.423
H 2.537 2.145 0.063
H 4.750 -0.279 2.437
H 5.285 -0.630 4.814
H 3.861 -2.098 6.205
H 1.922 -3.252 5.189
H 1.392 -2.915 2.805
*
```